# C4H5ClF2N3O

A 2-piece molecular cluster, C4H5ClF2N3O overall (ωB97M-V/def2-TZVPD, the Open Molecules 2025 dataset).

Each line ends with the Löwdin charge.
Cartesian coordinates (Å):
C: -0.190 0.853 0.132  -0.112
C: 2.242 1.590 0.053  -0.419
C: 0.037 -2.948 -0.933  -0.319
C: -2.630 0.756 0.256  0.016
N: 0.828 1.447 0.187  0.320
N: 0.004 -1.861 -0.361  -0.318
N: 2.780 2.513 0.632  0.258
O: -1.320 0.409 -0.077  0.060
F: 2.656 0.559 -0.737  0.109
F: 0.499 -4.091 -0.453  0.088
Cl: 0.745 -1.720 1.213  0.665
H: -0.398 -2.976 -1.897  0.133
H: -2.822 1.025 1.373  0.152
H: -3.289 -0.050 -0.027  0.113
H: -2.931 1.756 -0.094  0.119
H: 3.790 2.738 0.733  0.137

Values from the calculation:
DFT total energy ... -1054.4279 Ha
Kohn-Sham gap ... 10.373 eV
Net charge ... +1
F_max ... 5.32 eV Å⁻¹